Record 1
41
Properties=species:S:1:pos:R:3 method="wB97M-V/def2-TZVPD" e_above_lowest_kcal_mol=0.0 smiles="CCOC(=O)C(F)(F)F.ClC(Cl)Cl.ClC(Cl)Cl.ClC(Cl)Cl.CN(C)C=O" mol_weight_da=573.3 e_lumo_ev=0.41 orbital_gap_ev=10.2
H 32.3964 -17.7889 -22.6666
H 27.4438 -17.6927 -28.5102
Cl 28.5135 -20.3058 -25.2489
C 25.7303 -18.9737 -28.8097
H 26.1518 -19.8797 -29.2452
H 31.5307 -18.7721 -17.7044
H 31.8480 -20.4962 -17.5024
C 31.0795 -19.7637 -17.7628
Cl 27.3183 -25.1201 -25.2932
O 25.4559 -21.1839 -27.2892
F 22.8531 -21.9853 -26.9103
C 28.7898 -19.2111 -23.8859
H 29.5961 -21.7798 -18.6837
Cl 29.4636 -23.5500 -26.4916
Cl 34.6447 -17.9117 -23.2245
C 30.2184 -21.3341 -19.4573
C 24.5343 -20.4234 -27.3865
H 29.2370 -19.7636 -23.0698
Cl 29.9923 -17.9675 -24.2923
H 27.2553 -22.8722 -26.0622
C 23.1921 -20.7171 -26.6911
C 33.2642 -17.2207 -22.3552
F 22.2102 -19.9048 -27.1455
H 31.1159 -21.9685 -19.4804
H 31.1400 -18.0738 -19.6979
H 29.7975 -21.3396 -20.4551
H 30.3016 -19.8102 -16.9978
O 30.4280 -19.1783 -21.2314
O 24.5432 -19.2881 -28.0404
C 26.7208 -18.2650 -27.9280
Cl 32.9346 -15.5627 -22.8771
H 27.2021 -18.9273 -27.2174
C 27.7108 -23.7899 -26.4089
C 30.6894 -19.0076 -20.0485
Cl 27.0355 -24.1080 -28.0195
H 26.1842 -17.5116 -27.3422
N 30.6283 -19.9877 -19.1176
F 23.3107 -20.5094 -25.3605
Cl 33.5619 -17.3140 -20.6115
Cl 27.2683 -18.4867 -23.3593
H 25.3416 -18.3672 -29.6240

=====

Record 2
36
Properties=species:S:1:pos:R:3 method="wB97M-V/def2-TZVPD" e_above_lowest_kcal_mol=118.2 total_charge=-2 mol_weight_da=431.5 e_lumo_ev="5.06 / 5.07" orbital_gap_ev="5.8 / 5.8"
C -1.6094 1.7980 -2.2794
O 1.3537 0.0685 0.3302
P 2.1090 -0.8800 1.2852
Y -0.7027 0.0437 1.7036
O -2.4827 -1.0596 1.2597
O -3.0012 -3.6087 1.2700
Cl -2.8284 1.7160 3.7885
P -1.9254 -2.5509 1.1837
H 0.2851 -2.8770 -0.6218
H 3.7908 0.0469 2.2670
H -0.3083 4.3666 -0.4393
C -0.6694 3.8200 -1.3017
C 2.0481 -2.4270 0.5532
H 1.7264 -2.7775 -1.4925
H -1.9834 1.8680 -4.3745
H 2.3517 -4.5677 0.7785
H -1.0939 0.4455 4.7682
C -0.6699 4.4066 -2.5474
H -0.5157 2.0081 4.1875
N 1.2219 -2.4184 -0.6743
C -1.6137 2.4103 -3.5097
O 3.6977 -0.5212 1.4949
C -1.0697 1.1103 3.8999
H 1.0141 -1.4140 -0.8401
H 3.6397 -3.7606 -0.1264
C 2.9080 -3.6207 0.7012
H -2.2808 -3.2093 -0.8773
H 3.4984 -3.5441 1.6165
C -1.1328 2.4779 -1.1085
H -0.3003 5.4218 -2.6599
H -1.9678 0.7824 -2.1643
C -1.1272 1.8590 0.1193
O 1.4725 -0.6488 2.6601
C -1.1423 3.7184 -3.6669
O -1.5496 -2.6723 -0.5399
H -1.1425 4.1898 -4.6431

=====

Record 3
34
Properties=species:S:1:pos:R:3 method="wB97M-V/def2-TZVPD" e_above_lowest_kcal_mol=11.3 total_charge=+3 mol_weight_da=653.9 e_lumo_ev=-12.38 orbital_gap_ev=6.3
H -1.7290 -0.1454 3.1254
H 1.8746 -0.3899 -3.5042
S -0.0733 -2.5161 2.1735
C 0.6791 -2.6835 -1.7824
H -1.9961 -1.1224 -2.2356
O 0.0732 -0.4275 -0.3144
P 0.3301 -0.9534 -1.8161
Sb 3.6986 -2.5442 3.5780
H -3.4007 1.5541 -0.9070
H -0.3715 0.9146 3.6526
H -1.3194 0.4386 -2.7838
H -2.8117 0.1008 0.9977
S 4.3751 -3.2990 1.7257
H -0.1829 4.2261 0.1245
H 1.6213 -2.8717 -1.2648
S 2.2313 -0.1357 2.3549
Re 0.3647 -0.6179 1.5601
H 1.4598 1.0170 -2.5014
C -2.2130 0.9757 0.7657
C -0.9151 0.5003 2.8124
H -1.0392 -1.0392 -3.7316
H 2.5873 -0.2228 -1.8851
C -2.5452 1.7808 -0.2838
C -1.7926 2.9427 -0.5169
H -0.1350 -3.2283 -1.3002
C 1.6900 -0.0492 -2.4809
C -1.1484 -0.6359 -2.7206
S 3.3208 -2.2390 5.6220
C -0.7216 3.3038 0.2974
C -1.1177 1.3015 1.6241
Cl 0.8770 3.0130 2.4049
H 0.7718 -3.0427 -2.8120
C -0.3750 2.4954 1.3566
H -2.0672 3.5991 -1.3347

=====

Record 4
28
Properties=species:S:1:pos:R:3 method="wB97M-V/def2-TZVPD" e_above_lowest_kcal_mol=0.0 smiles=CO[C@@H](Cl)[Si](C)(C)c1ccccc1 mol_weight_da=214.8 e_lumo_ev=0.81 orbital_gap_ev=10.1
C 0.3607 -1.9853 -0.7177
C -2.5976 1.0258 0.7664
H -2.7932 1.8245 1.3840
H 0.6241 -0.8236 2.5345
C -0.4194 -0.8401 -0.7191
C 0.7868 -2.6560 -1.8177
C -0.4880 -1.1468 -3.1807
O 1.6429 1.3157 0.8926
H 0.1974 2.4561 1.8193
H -0.9688 -0.7732 -4.0797
C 0.2903 -2.2703 -3.0507
C 2.6818 2.2005 1.1869
Si -0.8357 0.1891 0.8590
C -0.4638 -0.8013 2.4292
H 0.2861 -3.0428 -3.8882
H 0.8436 -2.2907 0.2194
H -1.2047 0.5131 -2.1436
H -3.3112 0.3460 1.3062
H 2.3688 2.9259 2.0350
C -0.8726 -0.4842 -1.9852
H 3.0743 2.7261 0.3261
Cl -0.0555 2.9124 -0.4075
H -2.7037 1.2123 -0.2873
H -0.9755 -0.4817 3.4129
H 3.5862 1.5421 1.5318
H -0.8464 -1.8877 2.3994
H 1.4117 -3.4855 -1.7908
C 0.3815 1.7794 0.9654

=====

Record 5
29
Properties=species:S:1:pos:R:3 method="wB97M-V/def2-TZVPD" e_above_lowest_kcal_mol=277.9 mol_weight_da=198.2 e_lumo_ev=0.53 orbital_gap_ev=9.2
C -4.1185 0.4121 0.3011
H 0.1221 -1.8058 -0.2907
C -1.9815 0.2907 -0.7082
C 2.2797 -0.8442 0.8546
H 1.9349 2.1923 -0.9690
H -1.3558 -1.3487 -1.6517
C 1.7428 1.3327 -0.0925
H 1.4194 -2.5569 1.7021
O -0.5922 0.4630 -1.0758
H 3.0097 -2.0606 0.7746
C 3.6019 0.0370 -0.9790
C 0.0564 1.4396 -0.0627
H -4.5466 0.7095 1.4055
H -0.1722 2.5412 0.0045
H -0.1984 -0.6814 1.7092
C -2.2601 -1.0186 -1.1417
N 2.2804 0.0073 -0.3793
H 4.2199 -0.7880 -0.7163
C 0.6981 -1.4648 1.0375
H 2.1353 1.8975 0.9713
H 4.2574 1.2730 -0.9107
F -2.6185 2.2841 0.2740
H 3.2713 -0.1559 -2.2687
H -0.2774 1.1412 0.8918
C -2.9701 1.0837 -0.0476
H 2.8671 -0.1968 1.6778
C -4.2589 -0.9825 0.1038
H -5.0749 -1.6314 0.4572
N -3.4711 -1.5694 -0.8711

=====

Record 6
26
Properties=species:S:1:pos:R:3 method="wB97M-V/def2-TZVPD" e_above_lowest_kcal_mol=65.5 smiles=c1ccncc1.C1CCCC1 mol_weight_da=149.2 e_lumo_ev=0.91 orbital_gap_ev=10.5
H -1.0687 3.7980 0.6686
H -2.7932 0.8446 -1.2240
H 0.6474 -3.3597 -1.8521
C -1.8787 1.1455 -0.9264
H -2.3258 0.4916 1.3610
C 1.0250 -2.7617 -1.0005
H -1.1134 0.7353 -1.7183
H 0.4343 3.0065 -0.0827
C -0.6186 2.9632 0.2143
C -1.4855 0.6149 0.5536
H 0.5435 1.2685 1.0479
C -1.6912 2.7119 -0.9977
H -1.4838 3.2627 -2.0653
C -0.4701 1.5929 1.1055
C 2.9345 -2.5065 0.3574
H 2.7294 -3.5011 -1.5438
H -0.7299 1.9031 2.0826
C 2.3568 -2.8696 -0.7630
N 0.8090 -1.7522 1.0795
H -2.7756 3.1315 -0.8716
C 2.0859 -1.9356 1.3306
H 3.9714 -2.6963 0.6693
H -0.9069 -0.3472 0.4007
C 0.3016 -2.0291 -0.0681
H -0.8161 -2.0640 -0.1046
H 2.3185 -1.6472 2.3473

=====

Record 7
26
Properties=species:S:1:pos:R:3 method="wB97M-V/def2-TZVPD" e_above_lowest_kcal_mol=249.1 mol_weight_da=149.2 e_lumo_ev=0.25 orbital_gap_ev=8.6
C 2.0054 -0.1217 0.1399
H -0.2564 2.1861 0.8730
H -0.9946 -2.4035 -0.4096
N -1.7494 0.1861 -0.0219
H -0.4838 1.9779 -0.7086
H 2.7652 2.3618 0.1948
H 1.5663 2.9403 -1.4584
C 2.2412 -1.5055 0.0282
H 0.7571 3.6908 0.4222
C 1.4505 2.8228 -0.1994
H -0.9028 0.3335 1.9850
H -2.3890 0.6004 -2.1926
H -2.6640 -0.8252 1.6262
C 0.7676 0.4573 -0.0060
H 2.9957 0.4671 0.1037
H -2.2202 -1.3674 -1.4030
C 1.1490 -2.3564 0.0917
C -2.0983 0.1696 1.3405
C -2.5333 -0.1551 -1.1536
C 0.2665 1.7581 -0.0133
H 0.9787 -3.3937 0.6271
H -3.9881 -0.4800 -0.2657
H -2.8478 1.1052 1.8860
C -0.3912 -0.3860 -0.1120
H 3.3196 -1.9506 -0.0598
C -0.0891 -1.7739 -0.2938

=====

Record 8
27
Properties=species:S:1:pos:R:3 method="wB97M-V/def2-TZVPD" e_above_lowest_kcal_mol=104.4 total_charge=+1 mol_weight_da=163.2 e_lumo_ev=-5.15 orbital_gap_ev=7.9
H 1.3406 -1.6138 -1.4905
C -2.4010 -1.4903 1.5932
H 3.3888 0.1585 -1.6227
H -0.2659 -2.4306 -0.6258
H -2.9860 0.5110 1.9632
H 2.4430 0.5534 -3.0586
H -1.8165 1.5605 0.1633
C 0.4932 -0.0293 2.4631
C -1.7615 0.4287 0.2735
N -1.5905 -2.2270 0.9024
H 1.6714 1.4325 1.4461
C 0.3981 0.1391 -1.1056
C 2.5500 -0.1986 -2.2640
H -2.9368 -1.8662 2.4528
H 3.0161 -1.0327 -2.7586
H -0.9967 1.6464 -1.7609
H -0.5965 -0.2248 2.5922
C -0.7949 -1.6975 -0.0218
H 1.2311 -0.6457 3.0088
N 1.3323 -0.5904 -1.6126
H 0.2638 2.1848 -0.6499
H 0.4751 1.8928 -2.3025
C -2.5082 -0.1739 1.2789
C 0.1061 1.5520 -1.4422
C -0.6912 -0.3045 -0.3285
C 0.7492 0.9147 1.5585
H -0.1133 1.5511 1.3480